(1)
The following is a DFT calculation (wB97M-V/def2-TZVPD) of a molecular structure, C10Cl4HgN3O2.

Output
Charge: -2
Energy above the lowest of the compared OMol25 structures with the same formula, charge and spin, kcal per mole: 3.0
E_LUMO (spin up / spin down), eV: 3.8715 / 3.5309
Spin multiplicity: 2
Expectation value of S²: 0.771
Kohn-Sham gap (spin up / spin down), eV: 6.291 / 6.387

Geometry as XYZ:
```
20
Properties=species:S:1:pos:R:3:mulliken_spin:R:1
Hg -0.969 1.706 -0.124 0.001
Cl -3.507 -5.940 -1.980 0.010
C -3.368 -4.443 -1.116 0.069
C -3.545 -4.437 0.293 0.069
Cl -3.896 -5.929 1.106 0.010
C -3.442 -3.267 1.001 0.112
Cl -3.662 -3.242 2.717 0.008
C -3.155 -1.993 0.375 0.059
O -3.071 -0.941 1.011 0.242
C -2.967 -1.999 -1.117 0.059
O -2.728 -0.951 -1.719 0.242
C -3.092 -3.277 -1.785 0.112
Cl -2.880 -3.265 -3.502 0.008
N 3.597 4.037 0.431 0.000
C 4.566 4.659 0.548 0.000
C 5.748 5.420 0.691 0.000
C 6.995 4.781 0.840 0.000
N 8.026 4.268 0.964 0.000
C 5.692 6.828 0.685 0.000
N 5.658 7.986 0.681 0.000
```

---

(2)
The following is a DFT calculation (wB97M-V/def2-TZVPD) of a single C10H10BBrO2 molecule at a distorted geometry.

Output
Charge: 0
Energy above the lowest of the compared OMol25 structures with the same formula, charge and spin, kcal per mole: 27.4
E_LUMO, eV: -0.1591
SMILES: OB(O)[C@@H]1C=c2ccccc2=C(Br)C1
Kohn-Sham gap, eV: 6.809

Geometry as XYZ:
```
24
Properties=species:S:1:pos:R:3:nbo_charge:R:1
O -1.323 1.140 -1.777 -0.868
B -0.186 0.738 -2.260 1.105
O -0.030 0.128 -3.474 -0.882
C 1.090 0.811 -1.267 -0.574
C 0.965 -0.479 -0.633 -0.139
C 0.226 -0.683 0.504 -0.066
C -0.075 -1.993 1.095 -0.188
C -0.478 -2.097 2.383 -0.203
C -0.918 -0.924 3.115 -0.228
C -0.923 0.253 2.520 -0.159
C -0.295 0.465 1.242 -0.168
C 0.038 1.713 0.840 0.033
Br -0.872 3.280 1.372 0.065
C 1.099 1.928 -0.179 -0.449
H -2.094 0.686 -2.263 0.484
H -0.816 -0.049 -3.952 0.480
H 1.928 0.916 -1.931 0.245
H 1.283 -1.361 -1.196 0.211
H 0.314 -2.759 0.540 0.201
H -0.470 -3.091 2.847 0.212
H -1.327 -1.094 4.062 0.209
H -1.474 1.004 3.038 0.222
H 2.077 1.901 0.480 0.220
H 1.075 2.917 -0.794 0.237
```

---

(3)
The following is a DFT calculation (wB97M-V/def2-TZVPD) of a molecular structure, C10H10BiBrCl at a distorted geometry.

Output
Charge: -1
Energy above the lowest of the compared OMol25 structures with the same formula, charge and spin, kcal per mole: 0.0
E_LUMO, eV: 0.8201
Kohn-Sham gap, eV: 3.562

Geometry as XYZ:
```
23
Properties=species:S:1:pos:R:3:nbo_charge:R:1
C 0.899 -1.929 0.842 -0.318
C 0.954 -2.067 -0.571 -0.349
C -0.378 -2.074 -1.076 -0.320
H 1.844 -2.228 -1.159 0.229
C -1.269 -1.931 0.030 -0.380
C -0.472 -1.850 1.226 -0.347
H -0.849 -1.955 2.236 0.236
H 1.738 -2.021 1.524 0.230
H -0.667 -2.240 -2.100 0.238
H -2.346 -2.026 -0.010 0.234
Bi -0.225 0.668 0.132 1.591
Cl 1.771 1.358 1.432 -0.564
C 0.107 2.905 -4.640 -0.376
C -1.126 2.264 -4.986 -0.374
C -0.814 1.028 -5.640 -0.368
H -2.122 2.655 -4.808 0.176
C 0.611 0.906 -5.699 -0.362
C 1.181 2.066 -5.081 -0.371
H 2.241 2.280 -4.987 0.178
H 0.211 3.868 -4.152 0.176
H -1.531 0.319 -6.042 0.177
H 1.162 0.088 -6.152 0.177
Br -2.056 0.883 1.972 -0.511
```

---

(4)
The following is a DFT calculation (wB97M-V/def2-TZVPD) of a molecular structure, C10H10BrCuNO3 at a distorted geometry.

Output
Charge: -2
Energy above the lowest of the compared OMol25 structures with the same formula, charge and spin, kcal per mole: 1.5
E_LUMO (spin up / spin down), eV: 5.9125 / 5.5955
Spin multiplicity: 2
Expectation value of S²: 0.758
Kohn-Sham gap (spin up / spin down), eV: 6.207 / 5.778

Geometry as XYZ:
```
26
Properties=species:S:1:pos:R:3:mulliken_spin:R:1
C -1.208 -0.783 -1.841 0.176
C -1.274 -1.808 -0.820 -0.013
C -1.935 -1.220 0.317 0.069
H -0.987 -2.860 -0.934 0.002
C -2.313 0.115 -0.013 0.116
C -1.884 0.379 -1.340 -0.002
H -2.048 1.308 -1.895 -0.001
H -0.913 -0.932 -2.879 -0.014
H -2.189 -1.766 1.232 -0.002
H -2.867 0.814 0.626 0.000
Cu 0.064 -0.386 -0.140 0.374
Br 1.131 -2.403 1.029 0.001
C 1.952 1.138 0.426 0.109
C 1.155 1.929 -0.446 0.020
C 1.005 1.206 -1.671 0.081
H 0.724 2.909 -0.219 0.002
C 1.745 -0.021 -1.567 0.146
C 2.375 -0.042 -0.273 -0.045
H 3.105 -0.770 0.081 -0.001
H 2.247 1.395 1.443 -0.003
H 0.541 1.583 -2.581 -0.009
H 1.891 -0.752 -2.365 -0.015
O -1.079 -0.221 4.069 0.000
N -0.089 0.257 3.467 -0.003
O 0.888 0.704 4.104 0.000
O -0.039 0.227 2.190 0.011
```

---

(5)
The following is a DFT calculation (wB97M-V/def2-TZVPD) of a single C10H10BrIN2O molecule at a distorted geometry.

Output
Charge: 0
Energy above the lowest of the compared OMol25 structures with the same formula, charge and spin, kcal per mole: 64.5
E_LUMO (spin up / spin down), eV: -0.5145 / -0.2827
Kohn-Sham gap (spin up / spin down), eV: 7.386 / 7.144

Geometry as XYZ:
```
25
Properties=species:S:1:pos:R:3:nbo_charge:R:1
C -1.734 1.510 1.062 -0.179
C -0.079 0.433 2.478 -0.196
C -0.858 1.483 -0.031 -0.237
C 0.738 0.325 1.395 -0.191
C -1.367 1.002 2.326 -0.055
C 0.359 0.791 0.180 0.083
C 2.174 -1.425 -2.413 0.107
C 1.781 -1.727 -1.213 -0.245
C 3.042 -2.220 -3.413 -0.639
C -2.472 0.799 3.375 -0.428
N 1.283 0.752 -2.028 -0.053
N 1.370 0.682 -0.757 -0.211
O 2.168 -0.029 -2.764 -0.359
Br -2.497 2.223 4.737 -0.028
I 1.098 -2.959 0.268 0.283
H -2.638 2.035 0.939 0.208
H 0.131 -0.168 3.308 0.215
H -0.991 2.022 -0.886 0.209
H 1.778 -0.008 1.321 0.243
H 3.288 -3.086 -2.734 0.231
H 3.982 -1.602 -3.679 0.239
H 2.541 -2.513 -4.310 0.228
H -2.431 -0.179 3.841 0.228
H -3.428 0.951 2.844 0.225
H 0.284 0.722 -2.553 0.321
```

---

(6)
The following is a DFT calculation (wB97M-V/def2-TZVPD) of a molecular structure, C10H10BrNS at a distorted geometry.

Output
Charge: 0
Energy above the lowest of the compared OMol25 structures with the same formula, charge and spin, kcal per mole: 29.7
E_LUMO, eV: 0.0534
Kohn-Sham gap, eV: 9.369

Geometry as XYZ:
```
23
Properties=species:S:1:pos:R:3:nbo_charge:R:1
C -1.083 1.329 -2.451 0.204
C -1.219 -2.060 1.638 -0.192
C -1.028 -2.225 0.257 -0.222
C -1.255 -0.743 2.180 -0.214
C -0.920 -1.099 -0.514 -0.216
C -1.214 0.338 1.256 -0.187
C -1.073 0.157 -0.109 -0.050
C 2.484 0.221 0.343 -0.619
C 2.008 1.038 -0.836 -0.564
C -0.834 1.462 -1.064 -0.295
N -1.100 1.157 -3.582 -0.261
S 0.750 2.318 -0.694 0.298
Br -2.230 2.807 -0.584 0.081
H -1.240 -2.882 2.354 0.221
H -1.128 -3.187 -0.256 0.231
H -1.255 -0.519 3.272 0.228
H -0.703 -1.082 -1.592 0.219
H -1.095 1.326 1.718 0.229
H 3.292 -0.421 0.076 0.219
H 2.730 0.899 1.080 0.213
H 1.702 -0.526 0.557 0.218
H 1.518 0.334 -1.495 0.220
H 2.892 1.358 -1.555 0.241
```